DFT (ωB97M-V with the def2-TZVPD basis set) results for a molecular structure, C23H20AsClGaN2O10S6Te.

The net charge is -1. The calculation puts the HOMO-LUMO gap at 7.3 eV. The calculation puts the energy relative to the best compared isomer or geometry (same formula, charge and spin) at 93.6 kJ/mol.

Atoms and positions in Å:
Ga -0.414 -1.389 -0.075
O -2.995 -3.136 -1.821
As -3.578 -1.837 -0.752
O -3.930 0.932 0.605
O -2.175 -1.516 0.181
C -3.595 -0.343 -2.067
C -4.887 0.035 -2.425
C -5.118 1.139 -3.223
C -4.051 1.896 -3.684
C -2.762 1.521 -3.361
C -2.549 0.404 -2.570
S -0.856 0.052 -2.184
O -0.020 0.738 -3.128
O -0.589 0.534 -0.789
O -0.625 -1.410 -2.156
H -2.051 -2.989 -1.957
H -5.705 -0.561 -2.030
H -6.131 1.437 -3.460
H -4.217 2.777 -4.287
H -1.906 2.077 -3.709
O 4.297 -4.161 -1.993
C 4.604 -2.886 -1.944
O 5.675 -2.461 -2.302
C 3.563 -1.958 -1.406
C 3.722 -0.579 -1.276
Cl 5.078 0.371 -1.609
N 2.589 -0.064 -0.752
N 1.715 -1.043 -0.535
C 2.257 -2.183 -0.928
C 1.417 -3.413 -0.774
O 1.870 -4.500 -1.109
O 0.269 -3.220 -0.260
C 2.287 1.290 -0.484
C 1.715 1.632 0.733
C 1.382 2.949 0.986
C 1.625 3.922 0.030
C 2.203 3.574 -1.180
C 2.530 2.257 -1.450
H 3.366 -4.384 -1.673
H 1.517 0.878 1.477
H 0.930 3.210 1.930
H 1.355 4.951 0.224
H 2.386 4.334 -1.925
H 2.933 1.972 -2.408
C 2.408 0.056 4.399
S 0.948 -0.722 5.161
C 0.952 -2.244 4.281
C 0.543 -2.353 2.997
S -0.066 -0.952 2.162
S 0.596 -3.963 2.311
C 1.181 -4.774 3.753
S 1.446 -6.383 3.795
S 1.476 -3.702 5.095
H 2.405 1.105 4.676
H 2.324 -0.041 3.322
H 3.304 -0.430 4.773
C -2.668 2.195 3.093
Te -2.243 1.190 1.191
C -1.919 3.080 0.190
H -3.423 2.968 3.026
H -1.749 2.602 3.505
H -3.021 1.413 3.755
H -1.239 3.717 0.742
H -2.887 3.552 0.071
H -1.498 2.835 -0.778